## one
{"formula": "C3H9NOSi", "method": "wB97M-V/def2-TZVPD", "total_charge": 0, "smiles": "CC(=O)N(C)[SiH3]", "multiplicity": 1, "elements": ["C", "C", "O", "N", "C", "Si", "H", "H", "H", "H", "H", "H", "H", "H", "H"], "positions_angstrom": [[2.05199, 0.15423, -0.40939], [0.75325, 0.76941, -0.06056], [0.44452, 1.83044, 0.38740], [-0.53568, -0.20549, -0.06428], [-0.33839, -1.56292, 0.27327], [-1.88180, 0.88866, -0.04482], [2.78404, 0.94971, -0.38368], [2.32636, -0.51363, 0.38501], [2.08574, -0.40667, -1.31314], [-0.18034, -1.73642, 1.34017], [-1.26114, -2.11638, 0.10245], [0.72378, -2.00898, -0.12502], [-3.13072, 0.36830, -0.28404], [-1.75484, 2.07505, -1.01680], [-2.08676, 1.51469, 1.21344]]}

---

## two
{"formula": "C3H9NOSi", "method": "wB97M-V/def2-TZVPD", "total_charge": 0, "multiplicity": 1, "elements": ["C", "C", "C", "N", "O", "Si", "H", "H", "H", "H", "H", "H", "H", "H", "H"], "positions_angstrom": [[1.65554, 1.73147, 0.76164], [1.98313, 0.42424, 0.76234], [-2.15102, 0.49484, 0.96416], [0.90016, -2.16724, -0.27556], [-1.84099, -0.52070, 0.08720], [0.92095, -0.47990, -0.44333], [2.23989, 2.46393, 1.30247], [1.00279, 2.15569, -0.08926], [2.59826, 0.07910, 1.56704], [-1.86647, 1.42482, 0.58538], [-1.68114, 0.22411, 1.96750], [-3.27946, 0.49755, 1.19385], [1.58660, -2.70379, -0.75920], [0.10329, -2.61620, -0.00491], [1.27741, 0.16542, -1.75260]]}

---

Winner for stability: one

---

## one
{"formula": "CH7O5", "method": "wB97M-V/def2-TZVPD", "total_charge": -1, "multiplicity": 1, "elements": ["O", "C", "O", "H", "H", "H", "O", "H", "H", "O", "H", "H", "O"], "positions_angstrom": [[0.31946, -0.10837, -1.08307], [0.67916, 0.35022, 0.06840], [0.14347, 0.11454, 1.22535], [1.73136, 0.84299, 0.28464], [-2.54671, 0.71494, 1.60834], [-1.25259, 0.88350, 2.03018], [-2.05136, 1.27351, 2.24764], [-1.89711, -1.14989, -0.97131], [-1.25219, -1.00952, 0.17261], [-2.03204, -1.32231, -0.06660], [3.12347, -0.19661, -2.50322], [2.02318, -0.06111, -1.46828], [3.01189, -0.33190, -1.54468]]}

---

## two
{"formula": "CH7O5", "method": "wB97M-V/def2-TZVPD", "total_charge": -1, "multiplicity": 1, "elements": ["O", "C", "O", "H", "H", "H", "O", "H", "H", "O", "H", "H", "O"], "positions_angstrom": [[0.29240, 1.91677, 0.14461], [-0.10228, 0.97192, 0.93123], [0.36493, -0.15737, 1.16794], [-1.14545, 1.06180, 1.47662], [-0.97789, -1.50403, 1.09799], [-1.61637, -2.30941, 2.09954], [-1.87331, -1.81083, 1.19417], [1.76142, -1.57276, -1.49920], [1.62980, -1.67951, -0.11169], [1.92841, -2.28336, -0.90603], [0.41768, 2.35493, -2.37113], [-0.25486, 2.33189, -1.14187], [-0.42448, 2.67996, -2.08218]]}

---

Winner for stability: one